Record 1
Entry from the Open Molecules 2025 dataset: C4H4N2O2 in the gas phase (ωB97M-V/def2-TZVPD).

The calculation puts the lowest unoccupied orbital energy at 0.07 eV. Its SMILES is [H]/N=C/n1ccc(=O)o1. The total energy is -11284.7028 eV.

Each line ends with the natural charge from an NBO analysis.
Atoms and positions in Å:
C: 2.0577 0.1581 -0.0939  0.277
C: -0.0343 1.4583 -0.0159  0.056
O: -0.2091 -0.9003 0.0430  -0.309
C: -1.5510 -0.3160 -0.0717  0.712
N: 2.7223 -0.8908 0.1084  -0.609
H: 2.4627 1.2119 0.0261  0.152
O: -2.5858 -1.0131 -0.0230  -0.561
C: -1.4001 1.1230 0.1900  -0.431
H: -2.2824 1.6891 0.2425  0.247
H: 3.6962 -0.6968 0.2901  0.363
N: 0.6373 0.3349 -0.2104  -0.147
H: 0.5316 2.4539 -0.0550  0.251

Record 2
Entry from the Open Molecules 2025 dataset: a 2-piece molecular cluster, C5H7NO overall (ωB97M-V/def2-TZVPD).

The calculation puts the lowest unoccupied orbital energy at 0.67 eV. Its SMILES is CC=C=O.C#CN. The total energy is -8832.0570 eV.

Each line ends with the natural charge from an NBO analysis.
Atoms and positions in Å:
H: 1.6975 -0.2124 1.6095  0.230
C: 1.2541 0.7666 1.3897  -0.618
C: -0.2002 0.7698 0.9941  -0.484
C: -1.0043 0.9862 0.0039  0.681
N: -1.4081 -1.4898 -1.5924  -0.842
H: -1.8167 -2.2390 -1.0505  0.392
H: 2.1317 -0.8916 -1.1144  0.240
H: 1.2740 1.3384 2.3171  0.225
H: -0.9305 1.4517 1.5429  0.279
H: -1.9631 -0.6402 -1.5469  0.410
C: 1.0793 -1.0546 -1.1622  -0.366
H: 1.8998 1.2746 0.6636  0.221
C: -0.0921 -1.2773 -1.3555  0.171
O: -1.9216 1.2176 -0.6989  -0.538

Record 3
Entry from the Open Molecules 2025 dataset: C5H4N3P in the gas phase (ωB97M-V/def2-TZVPD).

The calculation puts the lowest unoccupied orbital energy at 0.19 eV. Its SMILES is N#CC(C#N)(C#N)CP. The total energy is -19005.3779 eV.

Each line ends with the natural charge from an NBO analysis.
Atoms and positions in Å:
C: -2.9974 -1.0827 -0.4603  0.280
N: -3.4515 -2.0166 -0.9035  -0.230
P: 0.5720 1.2594 0.0298  0.312
N: -2.8136 2.2864 -0.8135  -0.208
H: 1.7478 0.6374 -0.4228  -0.004
H: -0.2311 -1.0384 0.2202  0.230
C: -0.4902 -0.2184 -0.3947  -0.618
H: 0.7624 1.0832 1.4346  -0.004
C: -2.6506 1.2412 -0.4252  0.257
C: -2.3162 0.1623 1.4469  0.265
N: -2.3867 0.4152 2.5663  -0.218
H: -0.2105 -0.5481 -1.5016  0.276
C: -2.1396 0.0131 0.0268  -0.338

Short version: strongest force on any atom = 5.071; 1.660; 2.776 eV/Å, in the order given.
Short version: energy relative to the best compared isomer or geometry (same formula, charge and spin) = 88.5; 95.6; 11.8 kcal per mole, in the order given.